[1]
{
  "formula": "C13H19F12HgN3O9S4",
  "method": "the ωB97M-V functional and the def2-TZVPD basis",
  "total_energy_ev": -116807.7397,
  "e_above_lowest_ev": 0.000,
  "homo_lumo_gap_ha": 0.3515,
  "molar_mass_g_mol": 918.14,
  "multiplicity": 1,
  "symbols": ["Hg", "C", "F", "F", "F", "S", "O", "O", "N", "S", "O", "O", "C", "F", "F", "F", "C", "F", "F", "F", "S", "O", "O", "N", "S", "O", "O", "C", "F", "F", "F", "C", "C", "C", "C", "C", "C", "N", "O", "C", "C", "C", "H", "H", "H", "H", "H", "H", "H", "H", "H", "H", "H", "H", "H", "H", "H", "H", "H", "H", "H"],
  "xyz": [[-0.723, 0.174, 0.566], [-0.959, 0.125, 4.387], [-0.436, 0.103, 5.607], [-1.131, -1.108, 3.942], [-2.107, 0.754, 4.379], [0.298, 0.971, 3.278], [1.173, 1.717, 4.094], [0.847, -0.084, 2.440], [-0.684, 1.748, 2.130], [-0.775, 3.298, 2.598], [-1.276, 3.387, 3.928], [0.384, 4.052, 2.239], [-2.101, 3.947, 1.460], [-1.751, 5.148, 1.025], [-2.317, 3.121, 0.441], [-3.228, 4.099, 2.148], [-3.307, -1.473, -2.282], [-3.353, -2.777, -2.041], [-2.144, -1.173, -2.845], [-4.306, -1.133, -3.096], [-3.516, -0.469, -0.728], [-2.802, 0.762, -0.996], [-4.884, -0.397, -0.447], [-2.457, -1.183, 0.388], [-3.317, -2.266, 1.256], [-3.630, -1.694, 2.528], [-4.332, -2.906, 0.507], [-2.118, -3.627, 1.554], [-0.962, -3.136, 2.031], [-2.640, -4.453, 2.447], [-1.873, -4.294, 0.430], [1.705, -1.543, -3.004], [1.621, -1.276, -1.508], [2.985, -1.482, -0.824], [3.936, -0.343, -1.103], [3.307, 0.911, -0.508], [1.974, 1.252, -1.177], [1.110, 0.049, -1.106], [-0.131, 0.319, -1.798], [1.330, 2.404, -0.414], [2.256, 1.757, -2.593], [0.736, -2.353, -0.868], [2.518, -1.030, -3.505], [0.729, -1.384, -3.472], [1.845, -2.617, -3.133], [2.870, -1.575, 0.257], [3.410, -2.422, -1.186], [4.131, -0.194, -2.168], [4.907, -0.476, -0.623], [3.991, 1.757, -0.490], [3.104, 0.655, 0.541], [1.473, 2.361, 0.668], [1.868, 3.304, -0.708], [0.263, 2.513, -0.614], [2.857, 2.664, -2.585], [2.775, 1.083, -3.282], [1.337, 2.005, -3.142], [0.649, -2.261, 0.213], [1.082, -3.334, -1.184], [-0.271, -2.268, -1.301], [0.062, 0.290, -2.747]],
  "mulliken_charge": [2.778, 0.679, -0.231, -0.159, -0.189, 0.750, -0.544, -0.615, -0.537, 0.898, -0.584, -0.644, 0.660, -0.233, -0.160, -0.235, 0.671, -0.206, -0.183, -0.233, 0.613, -0.591, -0.504, -0.722, 0.930, -0.638, -0.590, 0.684, -0.192, -0.215, -0.218, -1.593, 1.245, -1.410, -0.676, -1.254, 1.451, 1.309, -0.395, -2.079, -1.798, -2.297, 0.340, 0.321, 0.479, 0.305, 0.488, 0.320, 0.457, 0.544, 0.161, 0.237, 0.651, 0.225, 0.506, 0.304, 0.416, 0.336, 0.659, 0.236, 0.273]
}

[2]
{
  "formula": "C13H19FN2O8P2Rh",
  "method": "the ωB97M-V functional and the def2-TZVPD basis",
  "total_energy_ev": -57450.8602,
  "e_above_lowest_ev": 0.057,
  "homo_lumo_gap_ha": 0.2787,
  "molar_mass_g_mol": 515.15,
  "total_charge": 1,
  "multiplicity": 1,
  "symbols": ["Rh", "C", "C", "O", "P", "O", "O", "O", "P", "O", "O", "O", "H", "H", "H", "H", "H", "H", "H", "N", "C", "N", "C", "C", "O", "C", "C", "H", "H", "H", "H", "H", "H", "H", "H", "F", "C", "C", "C", "C", "C", "C", "H", "H", "H", "H"],
  "xyz": [[-0.840, 0.104, -0.642], [-0.683, -1.782, -4.451], [-1.576, -2.190, -3.287], [-2.188, -3.460, -3.459], [-2.804, -0.901, -2.883], [-3.514, -0.561, -4.238], [-3.921, -1.528, -1.983], [-2.110, 0.293, -2.274], [-0.649, -2.331, -1.701], [0.173, -3.663, -1.799], [-1.647, -2.205, -0.578], [0.344, -1.153, -1.638], [-1.265, -1.748, -5.373], [0.123, -2.506, -4.568], [-0.245, -0.799, -4.281], [-2.531, -3.538, -4.359], [-4.249, 0.066, -4.214], [-3.522, -1.946, -1.193], [-0.339, -4.421, -2.120], [0.306, -0.095, 0.953], [1.000, -0.234, 1.863], [1.789, -0.383, 2.881], [1.722, -1.571, 3.752], [1.446, -1.112, 5.174], [2.401, -0.151, 5.578], [2.329, 1.020, 4.791], [2.667, 0.709, 3.342], [2.685, -2.082, 3.699], [0.943, -2.237, 3.386], [1.526, -1.952, 5.861], [0.434, -0.692, 5.243], [3.049, 1.726, 5.200], [1.325, 1.459, 4.856], [3.701, 0.370, 3.258], [2.521, 1.577, 2.701], [0.579, 5.823, -0.284], [0.332, 4.523, -0.494], [1.405, 3.687, -0.783], [1.175, 2.335, -0.977], [-0.129, 1.873, -0.909], [-1.197, 2.722, -0.684], [-0.969, 4.073, -0.426], [2.401, 4.106, -0.837], [1.997, 1.656, -1.168], [-2.221, 2.354, -0.717], [-1.773, 4.765, -0.223]],
  "mulliken_charge": [0.289, -1.607, 1.111, -0.619, 0.677, -0.495, -0.522, -0.411, 0.991, -0.549, -0.868, -0.588, 0.472, 0.407, 0.369, 0.390, 0.381, 0.422, 0.386, -0.211, 0.330, -0.045, -0.561, -0.531, -0.357, -0.556, -0.544, 0.267, 0.432, 0.350, 0.328, 0.355, 0.331, 0.266, 0.414, -0.299, 0.310, -0.587, -0.325, 0.622, -0.391, -0.719, 0.467, 0.542, 0.430, 0.444]
}

[3]
{
  "formula": "C13H19FeO6SbSe4",
  "method": "the ωB97M-V functional and the def2-TZVPD basis",
  "total_energy_ev": -328383.3349,
  "e_above_lowest_ev": 1.080,
  "homo_lumo_gap_ha": [0.1542, 0.1405],
  "molar_mass_g_mol": 764.73,
  "total_charge": -1,
  "multiplicity": 6,
  "symbols": ["Fe", "C", "O", "C", "C", "O", "C", "C", "O", "C", "H", "H", "H", "H", "H", "H", "H", "H", "H", "H", "H", "H", "H", "H", "O", "C", "C", "C", "C", "C", "C", "C", "O", "O", "H", "H", "H", "H", "H", "Se", "Sb", "Se", "Se", "Se"],
  "xyz": [[-1.061, -1.103, -0.198], [-2.095, -0.269, -3.109], [-2.339, -0.489, -1.704], [-2.948, 0.732, -1.183], [-3.536, 0.517, 0.158], [-2.613, -0.187, 0.995], [-1.859, 0.486, 2.092], [-1.157, -0.675, 2.752], [-0.726, -1.662, 1.697], [0.510, -2.378, 2.060], [-3.059, 0.065, -3.541], [-1.343, 0.553, -3.229], [-1.812, -1.178, -3.579], [-2.183, 1.548, -1.154], [-3.804, 1.007, -1.841], [-3.750, 1.494, 0.608], [-4.467, -0.098, 0.126], [-1.147, 1.208, 1.660], [-2.567, 0.951, 2.798], [-0.346, -0.275, 3.405], [-1.834, -1.187, 3.445], [0.274, -3.155, 2.765], [0.884, -2.863, 1.183], [1.260, -1.631, 2.454], [3.537, -0.856, -3.324], [2.667, -0.010, -2.911], [2.844, 1.394, -3.268], [1.998, 2.349, -2.769], [0.998, 2.052, -1.841], [0.892, 0.757, -1.371], [1.667, -0.310, -1.953], [1.491, -1.733, -1.552], [2.395, -2.587, -1.964], [0.510, -2.195, -0.871], [3.066, -1.927, -2.560], [3.691, 1.625, -3.950], [2.002, 3.389, -3.172], [0.263, 2.786, -1.455], [0.227, 0.576, -0.546], [0.872, -0.260, 6.275], [2.725, 0.702, 4.855], [1.881, 0.681, 2.615], [3.351, 2.985, 5.704], [4.640, -0.832, 5.397]],
  "lowdin_spin": [3.743, 0.005, 0.043, 0.003, 0.002, 0.040, 0.000, 0.005, 0.066, 0.005, 0.001, 0.000, 0.000, 0.000, 0.001, 0.001, 0.000, -0.001, 0.001, 0.001, 0.001, 0.001, 0.000, 0.000, 0.000, 0.000, 0.003, 0.000, 0.004, 0.006, 0.000, 0.007, 0.007, 0.051, 0.000, 0.000, 0.000, 0.000, 0.001, 0.031, -0.016, -0.004, 0.790, 0.202]
}

[4]
{
  "formula": "C13H19N2O",
  "method": "the ωB97M-V functional and the def2-TZVPD basis",
  "total_energy_ev": -18806.9034,
  "e_above_lowest_ev": 2.554,
  "homo_lumo_gap_ha": 0.2156,
  "molar_mass_g_mol": 219.31,
  "total_charge": 1,
  "multiplicity": 1,
  "symbols": ["C", "O", "C", "C", "C", "C", "C", "C", "C", "H", "H", "H", "H", "H", "H", "H", "H", "H", "C", "C", "C", "N", "N", "C", "C", "H", "H", "H", "H", "H", "H", "H", "H", "H", "H"],
  "xyz": [[-2.106, -1.097, -2.254], [-1.430, -1.135, -0.982], [-0.143, -0.937, -0.919], [0.633, -1.800, -0.103], [2.051, -1.728, -0.207], [2.842, -2.397, 0.721], [2.253, -3.194, 1.718], [0.855, -3.378, 1.723], [0.034, -2.712, 0.819], [-3.112, -1.491, -2.088], [-2.154, -0.064, -2.627], [-1.573, -1.733, -2.970], [0.315, -0.302, -1.690], [2.489, -1.103, -0.995], [3.933, -2.342, 0.661], [2.875, -3.759, 2.424], [0.399, -4.084, 2.429], [-1.059, -2.789, 0.828], [1.007, 2.608, -0.813], [-0.439, 2.870, -1.281], [-1.380, 2.137, -0.333], [-0.500, 1.331, 0.539], [-0.815, 1.235, 1.828], [-1.879, 1.592, 2.444], [0.956, 1.611, 0.340], [1.636, 2.226, -1.624], [1.479, 3.513, -0.415], [-0.694, 3.934, -1.254], [-0.584, 2.514, -2.308], [-1.990, 2.807, 0.297], [-2.087, 1.488, -0.882], [-2.092, 1.066, 3.384], [-2.565, 2.421, 2.172], [1.498, 0.680, 0.131], [1.348, 2.014, 1.289]],
  "mulliken_charge": [-0.656, -0.277, -0.467, 0.871, -0.196, -0.614, -0.397, -0.505, -0.466, 0.273, 0.306, 0.342, 0.565, 0.431, 0.396, 0.394, 0.389, 0.413, -0.610, -0.476, -0.641, 0.922, -1.021, -0.269, -0.026, 0.340, 0.282, 0.375, 0.165, 0.410, 0.076, 0.262, 0.268, -0.273, 0.416]
}

[5]
{
  "formula": "C13H19NO3S",
  "method": "the ωB97M-V functional and the def2-TZVPD basis",
  "total_energy_ev": -32256.5603,
  "e_above_lowest_ev": 1.777,
  "homo_lumo_gap_ha": 0.3458,
  "molar_mass_g_mol": 269.37,
  "smiles": "COc1ccc(C)cc1S(=O)(=O)NC1CCCC1",
  "multiplicity": 1,
  "symbols": ["C", "H", "H", "H", "O", "C", "C", "C", "C", "C", "C", "H", "H", "C", "H", "H", "H", "H", "S", "O", "O", "N", "H", "C", "H", "C", "H", "C", "H", "H", "C", "H", "H", "C", "H", "H", "H"],
  "xyz": [[3.872, 1.085, -1.566], [4.290, 0.090, -1.748], [4.472, 1.603, -0.810], [3.883, 1.657, -2.491], [2.516, 1.013, -1.186], [2.189, 0.350, -0.060], [0.830, 0.316, 0.247], [0.366, -0.294, 1.391], [1.247, -0.927, 2.261], [2.599, -0.914, 1.944], [3.076, -0.285, 0.808], [4.136, -0.289, 0.607], [3.302, -1.401, 2.605], [0.751, -1.620, 3.494], [0.750, -2.700, 3.344], [1.396, -1.403, 4.343], [-0.262, -1.307, 3.732], [-0.692, -0.269, 1.591], [-0.272, 1.148, -0.896], [-0.129, 0.593, -2.210], [-0.123, 2.564, -0.717], [-1.787, 0.749, -0.280], [-2.297, 1.604, -0.115], [-2.559, -0.242, -1.017], [-2.651, 0.062, -2.067], [-1.884, -1.615, -0.899], [-0.811, -1.496, -0.780], [-2.539, -2.318, 0.306], [-3.032, -3.235, -0.019], [-1.803, -2.587, 1.062], [-3.575, -1.330, 0.854], [-3.134, -0.713, 1.637], [-4.450, -1.832, 1.265], [-3.916, -0.449, -0.344], [-4.387, 0.490, -0.058], [-4.577, -0.980, -1.029], [-2.055, -2.178, -1.815]],
  "mulliken_charge": [-0.961, 0.367, 0.366, 0.262, -0.370, 1.066, -0.204, -0.204, 0.197, -0.784, -0.675, 0.413, 0.412, -1.704, 0.318, 0.480, 0.363, 0.564, 1.308, -0.645, -0.774, -0.378, 0.290, 0.068, 0.417, -0.476, 0.132, -0.630, 0.342, 0.256, -0.620, 0.208, 0.429, -0.996, 0.396, 0.330, 0.439]
}

[6]
{
  "formula": "C13H19NOS",
  "method": "the ωB97M-V functional and the def2-TZVPD basis",
  "total_energy_ev": -28161.9755,
  "e_above_lowest_ev": 1.184,
  "homo_lumo_gap_ha": 0.3454,
  "molar_mass_g_mol": 237.37,
  "smiles": "O=C(CCCCCCS)Nc1ccccc1",
  "multiplicity": 1,
  "symbols": ["C", "C", "C", "C", "C", "C", "C", "C", "C", "C", "C", "C", "C", "H", "H", "H", "H", "H", "H", "H", "H", "H", "H", "H", "H", "H", "H", "H", "H", "H", "H", "H", "N", "O", "S"],
  "xyz": [[-3.109, -2.138, 0.557], [-1.845, -2.174, -0.302], [-1.952, -1.452, -1.611], [-0.581, -1.227, -2.305], [0.466, -0.452, -1.533], [0.067, 1.020, -1.205], [-0.791, 1.110, 0.066], [1.280, 1.542, 1.468], [1.814, 2.792, 1.619], [3.185, 2.992, 1.743], [4.104, 1.942, 1.697], [3.602, 0.669, 1.579], [2.184, 0.468, 1.453], [-4.677, -2.408, -1.230], [-3.432, -1.116, 0.647], [-2.877, -2.538, 1.506], [-1.005, -1.887, 0.278], [-1.594, -3.222, -0.475], [-2.462, -0.503, -1.483], [-2.578, -2.007, -2.356], [-0.199, -2.177, -2.569], [-0.682, -0.665, -3.241], [0.805, -0.997, -0.588], [1.286, -0.394, -2.237], [-0.579, 1.428, -2.092], [0.937, 1.687, -1.095], [-0.752, 1.371, 2.111], [1.242, 3.689, 1.823], [3.461, 4.053, 1.965], [5.159, 2.101, 1.750], [4.294, -0.225, 1.545], [1.856, -0.611, 1.299], [-0.149, 1.338, 1.291], [-2.013, 1.068, 0.011], [-4.461, -3.078, -0.086]],
  "mulliken_charge": [-0.953, -0.238, -0.499, -1.283, -0.255, -0.547, 0.268, -0.501, -0.001, -0.446, -0.486, -0.625, 0.295, 0.097, 0.301, 0.441, 0.129, 0.499, 0.378, 0.396, 0.428, 0.382, 0.006, 0.351, 0.371, 0.412, 0.272, 0.393, 0.286, 0.422, 0.312, 0.303, -0.050, -0.636, -0.223]
}